No. 1
Here is C8H8O4 in the gas phase in a non-equilibrium geometry from the Open Molecules 2025 dataset. Energies are from the ωB97M-V functional and the def2-TZVPD basis.

* total energy: -16613.8885 eV
* SMILES string: O=C(c1ccccc1)C(O)(O)O
* LUMO level: 0.253 eV
* ΔE to the lowest compared entry with this formula, charge and spin: 193.4 kJ/mol

```
! wB97M-V def2-TZVPD RIJCOSX def2/J DEFGRID3
* xyz 0 1
O -3.47653 0.37962 -0.20187
O -2.23141 -1.24597 -0.91605
O -2.08318 -0.73083 1.33118
O -1.39689 2.10252 -0.31194
C 2.75203 0.94920 0.21234
C 1.50644 1.46589 0.14021
C -2.29687 -0.23487 0.01164
C 1.90275 -1.28541 -0.13225
C 0.65276 -0.73505 -0.33848
C 0.43694 0.60568 0.00690
C -0.97837 1.03195 -0.16926
C 2.96829 -0.45083 0.13372
H 1.21292 2.49217 0.47799
H -0.06399 -1.41530 -0.43696
H -2.28442 -1.59916 1.50998
H -3.36853 1.35761 0.02017
H -2.93184 -1.26421 -1.46584
H 3.66145 1.52787 0.34361
H 4.03243 -0.61563 0.21257
H 1.98600 -2.33525 -0.42768
*
```

No. 2
Here is C8H8OS in the gas phase in a non-equilibrium geometry from the Open Molecules 2025 dataset. Energies are from the ωB97M-V functional and the def2-TZVPD basis.

* total energy: -21303.9734 eV
* LUMO level: 0.424 eV
* ΔE to the lowest compared entry with this formula, charge and spin: 254.3 kJ/mol

```
! wB97M-V def2-TZVPD RIJCOSX def2/J DEFGRID3
* xyz 0 1
S 0.41517 1.77530 1.19858
O 0.66026 1.55393 2.72775
C -0.22664 -2.00585 -0.28296
C -1.40358 1.97896 0.93768
C 0.54898 0.15863 0.41099
C 0.93893 -2.26487 -1.02709
C -0.42266 -0.76197 0.44672
C 1.75387 -0.08119 -0.39729
C -1.89546 1.99151 -0.25939
C 1.86102 -1.28442 -1.02976
H -1.23463 -0.57221 1.14635
H -1.21208 -2.70100 -0.16115
H -2.83445 2.17283 -0.20681
H -2.04841 1.88743 1.68532
H 2.44229 0.69146 -0.54786
H 1.03418 -3.25332 -1.70193
H 2.90507 -1.40765 -1.79727
H -1.28185 2.12241 -1.14188
*
```

No. 3
Here is C8H8S in the gas phase in a non-equilibrium geometry from the Open Molecules 2025 dataset. Energies are from the ωB97M-V functional and the def2-TZVPD basis.

* total energy: -19255.3991 eV
* LUMO level: -0.054 eV
* ΔE to the lowest compared entry with this formula, charge and spin: 373.1 kJ/mol

```
! wB97M-V def2-TZVPD RIJCOSX def2/J DEFGRID3
* xyz 0 1
S 2.62700 -0.06517 -0.52619
C -0.14075 -0.65855 0.57002
C -2.07831 -0.07933 -1.09951
C -0.13689 0.65780 0.49121
C 1.85150 -1.47292 -0.31316
C 0.74072 1.75317 0.39699
C -1.46515 -0.02163 0.28250
C 2.03500 1.49843 0.12919
C 0.78417 -1.78250 0.68687
H -2.75047 0.76446 -1.25334
H 1.23588 -1.82632 1.68456
H 0.37487 2.76506 0.51419
H -2.20773 -0.00817 1.08059
H 2.76513 2.27404 -0.02867
H -2.65169 -0.99747 -1.21944
H 0.32124 -2.74855 0.46877
H -1.30454 -0.05238 -1.86459
*
```

No. 4
Here is C8H8Si in the gas phase in a non-equilibrium geometry from the Open Molecules 2025 dataset. Energies are from the ωB97M-V functional and the def2-TZVPD basis.

* total energy: -16294.0584 eV
* LUMO level (spin up / spin down): -0.738 / -0.372 eV
* ΔE to the lowest compared entry with this formula, charge and spin: 609.3 kJ/mol

```
! wB97M-V def2-TZVPD RIJCOSX def2/J DEFGRID3
* xyz 0 1
Si 0.87390 -0.38466 2.56017
C 1.41257 0.50155 0.94840
C -0.70728 -0.59509 -1.46046
C -1.50533 0.42547 -1.44624
C 0.43999 -2.84285 -1.48186
C -0.19300 -1.80453 -1.63066
C 1.04471 0.88935 -0.23982
C -0.03582 1.86357 -0.07312
C -1.21342 1.60118 -0.69499
H 1.40293 0.63034 -1.21762
H 0.85663 -3.69622 -1.85982
H -2.03292 2.23077 -0.41140
H 0.11504 0.66042 3.35008
H 0.02453 -1.44071 2.06066
H 2.06955 -1.24583 3.02703
H -2.59230 0.44516 -1.88716
H 0.04024 2.76209 0.45681
*
```